# 1
Formula: C26H29AsF6MnN4O2Si2
Source: OMol25
Level of theory: ωB97M-V/def2-TZVPD

XYZ file:
```
71
Properties=species:S:1:pos:R:3:forces:R:3:lowdin_charge:R:1
C -3.29017 -1.18029 -0.81241 0.311 0.166 0.011 -0.217
C 1.33259 -1.76111 1.56812 -0.225 -0.158 -0.006 -0.119
H -2.77314 1.77164 1.59427 0.139 -0.034 -0.053 0.117
Mn -0.27048 0.60167 0.60709 -0.555 0.778 -1.549 0.321
H -2.81079 -1.54047 2.26169 0.032 0.077 -0.025 0.020
O 0.11563 0.50212 -1.82818 -0.832 0.790 0.345 -0.129
H 0.33647 -2.16921 1.49414 0.105 0.073 -0.028 0.051
H -2.76095 -3.12951 1.49508 -0.045 0.019 0.093 0.001
H 2.68951 5.86794 0.58383 0.027 -0.005 0.027 0.104
C 1.06677 -0.69466 -4.40765 -0.227 0.125 0.199 -0.164
F -0.16022 2.77497 4.19858 0.006 -0.090 0.017 -0.266
F 1.17614 0.72670 4.21429 -0.066 -0.023 -0.004 -0.257
F -0.84571 -0.58179 4.73902 0.023 0.024 0.035 -0.248
H 1.71982 -1.48714 -4.77986 0.018 -0.018 0.096 0.022
C -2.83448 1.99708 0.53498 -0.629 0.239 0.427 -0.142
C 2.65287 0.08523 1.43857 -0.155 -0.255 0.182 -0.301
C -0.73123 -5.08622 -1.60638 0.023 0.012 -0.030 -0.102
H -1.35470 -2.50438 2.37077 -0.088 -0.004 0.079 0.003
H 0.58218 -5.64725 -3.21787 -0.002 0.004 0.008 0.091
C 2.16777 4.92137 0.62982 -0.082 -0.166 0.010 -0.075
As -0.50177 1.09583 4.51057 0.112 0.196 -0.099 0.731
C 0.60337 -3.53592 -2.83742 0.083 0.139 -0.096 -0.121
C 2.38265 -2.58654 1.89044 0.122 -0.072 0.064 -0.052
H -4.78702 3.52940 -1.75654 0.037 0.008 -0.052 0.094
C 2.84507 3.75568 0.88509 0.131 0.119 0.005 -0.019
C -3.89142 2.71744 0.04185 0.241 -0.144 -0.312 -0.056
C 3.65257 -2.03021 2.00407 -0.214 0.117 -0.073 -0.070
C -0.86928 1.23889 -2.44744 0.903 -0.450 -0.406 -0.456
C 0.18861 3.61227 0.51238 -0.124 0.147 -0.050 -0.095
C 2.65843 -0.77330 -1.82466 -0.282 0.051 -0.034 -0.129
C -1.87762 1.78195 -1.56806 -0.872 0.482 0.706 -0.209
H -3.74381 -2.16834 -0.92959 0.031 -0.029 0.008 0.016
H 3.87469 1.65222 1.36742 0.084 0.025 0.016 0.124
H 4.51278 -2.63466 2.25830 0.024 0.018 0.015 0.105
N 1.43351 -0.44317 1.31592 0.107 0.342 -0.104 0.065
C -1.21123 -4.03159 -0.84436 0.016 -0.098 -0.019 -0.110
C -2.94585 2.50290 -2.13199 0.319 -0.227 -0.164 -0.011
C 0.18980 -4.83781 -2.61302 0.020 -0.062 0.002 -0.111
H -1.07380 -6.09801 -1.41875 0.002 0.005 0.015 0.093
H -0.88142 3.54636 0.39645 -0.001 -0.080 -0.010 0.100
H -3.19096 -0.74004 -1.81030 -0.050 -0.016 -0.015 0.013
H -1.92776 -4.24850 -0.05975 0.008 0.011 -0.015 0.080
C 0.12243 -2.45993 -2.07892 -0.048 0.256 0.012 -0.228
F -0.18381 1.30555 6.20306 -0.055 -0.008 -0.175 -0.259
C 2.14860 2.53670 0.93005 -0.239 0.104 0.034 -0.267
H -3.98355 -0.55490 -0.24211 0.003 0.021 -0.003 0.012
C 0.79036 4.84724 0.45045 0.039 0.063 -0.002 -0.065
C 3.77709 -0.68159 1.78557 0.162 0.022 0.059 -0.025
Si 0.90533 -0.79691 -2.53197 0.914 -1.034 -0.129 0.547
C -2.17217 -2.22780 1.70146 0.029 -0.253 -0.459 -0.236
H -2.93509 2.64811 -3.20354 -0.021 0.015 0.004 0.115
F -2.17766 1.49741 4.72601 0.098 -0.087 0.005 -0.259
O -0.85608 1.38001 -3.64968 -0.182 0.111 -0.038 0.082
N 0.83487 2.45106 0.71264 0.232 -0.368 0.321 0.096
H 2.69065 -1.27839 -0.85959 0.003 0.007 0.009 0.012
Si -1.57933 -1.31716 0.09184 -0.405 -0.544 0.574 0.594
H 2.20359 -3.63926 2.05459 -0.029 0.011 0.001 0.106
F -0.81904 0.88171 2.77682 -0.167 0.056 -0.003 -0.300
H 0.09019 -0.80311 -4.88007 0.021 0.018 -0.027 0.036
H 3.91256 3.76469 1.07041 -0.005 -0.016 -0.022 0.108
H 1.33000 -3.35000 -3.62364 -0.036 -0.065 -0.019 0.082
N 2.90957 1.42493 1.21650 -0.002 -0.011 -0.140 0.143
H 0.19241 5.72988 0.27513 -0.025 -0.024 0.002 0.101
H 3.32541 -1.31650 -2.49941 -0.027 0.007 -0.031 0.033
H -4.66326 3.06979 0.71167 0.019 -0.026 0.055 0.103
H 3.05137 0.23921 -1.70069 -0.032 0.011 -0.027 0.033
C -3.95369 2.97917 -1.34043 -0.217 0.099 0.201 -0.085
C -0.80717 -2.70726 -1.04614 -0.045 0.144 0.227 -0.268
H 1.48100 0.26343 -4.72464 -0.014 0.020 0.064 0.034
N -1.82037 1.53362 -0.22769 1.553 -0.555 0.319 -0.050
H 4.73838 -0.19126 1.88381 0.001 -0.010 -0.028 0.109
```
Forces are in eV/Å.

## Properties
maximum force = 1.8 eV Å⁻¹
Kohn-Sham gap (spin up / spin down) = 5.60 / 5.57 eV
total charge = -1
HOMO (spin up / spin down) = -3.23 / -3.21 eV

=====

# 2
Formula: C4H14N3O
Source: OMol25
Level of theory: ωB97M-V/def2-TZVPD

XYZ file:
```
22
Properties=species:S:1:pos:R:3:forces:R:3:nbo_charge:R:1
C 1.64102 -0.58808 1.49684 -0.515 -0.325 -0.020 -0.632
C -1.09895 0.92759 -0.73967 -0.542 0.503 -0.682 0.634
H -1.87011 -0.70987 1.13093 0.080 0.110 0.473 0.247
N -1.96807 1.55558 0.00094 0.261 0.256 -0.793 -0.635
N -0.74868 1.39062 -1.93749 0.256 0.404 -0.253 -0.705
H -2.38494 1.18954 0.82041 -0.548 -0.484 0.827 0.449
C -0.82108 -0.90105 0.89244 -1.157 -0.158 -1.699 -0.243
H 2.01098 0.02651 0.68209 0.370 0.252 0.240 0.208
H -0.73215 -1.97859 0.76885 0.508 -0.035 0.226 0.294
H 0.14858 -0.80226 2.84780 -1.252 0.260 0.133 0.299
N -0.58425 -0.29592 -0.40517 0.408 -0.358 1.841 -0.219
H 0.14510 -0.68085 -1.04189 0.421 -0.325 -0.325 0.494
H 1.78425 -1.63306 1.20326 -0.405 -0.071 -0.160 0.244
H 0.23878 1.51868 -2.13879 0.008 -0.488 -0.355 0.454
H 2.22507 -0.57469 2.41725 0.357 0.681 -0.180 0.283
C 0.18565 -0.26177 1.90128 2.357 -0.724 -0.150 -0.373
H 2.49286 -1.25196 -1.92852 0.374 0.002 -0.309 0.519
H -1.37463 2.00700 -2.44765 0.096 0.193 0.192 0.455
H -2.27528 2.47196 -0.30244 -0.070 0.134 0.156 0.463
O 1.55771 -1.27053 -2.13682 -1.321 0.476 0.685 -0.975
H 0.03082 0.81263 1.94763 -0.234 -0.039 0.358 0.231
H 1.39731 -0.95147 -3.03128 0.549 -0.264 -0.203 0.507
```
Forces are in eV/Å.

## Properties
ΔE to the lowest compared entry with this formula, charge and spin = 1.555 eV
maximum force = 2.5 eV Å⁻¹
Kohn-Sham gap (spin up / spin down) = 11.52 / 6.26 eV
multiplicity = 2
total charge = +2
HOMO (spin up / spin down) = -19.74 / -19.73 eV